An isolated molecule of C7H15O2P, computed with wB97M-V/def2-TZVPD.

Computed properties:
Relative energy (zero: lowest compared OMol25 entry of this formula, charge and spin), kJ/mol: 314.6
SMILES: CC(=O)OCC=P(C)(C)C
Total charge: 0
Kohn-Sham gap, eV: 8.22

Each line ends with the natural charge from an NBO analysis.
Cartesian coordinates (Å):
C -3.616 -1.032 0.404  -0.712
C -2.433 -0.201 -0.097  0.824
O -1.595 -0.659 -0.833  -0.652
O -2.551 1.059 0.239  -0.494
C -1.525 1.952 -0.245  -0.080
C 0.077 1.667 0.522  -0.927
P 0.993 0.248 0.070  1.499
C 2.602 0.736 0.873  -0.915
C 1.288 0.258 -1.739  -0.986
C 0.892 -1.562 0.369  -0.975
H -3.860 -1.733 -0.365  0.232
H -4.526 -0.522 0.733  0.232
H -3.286 -1.551 1.234  0.228
H -1.299 1.839 -1.244  0.171
H -2.032 2.873 -0.262  0.193
H -0.171 1.355 1.639  0.184
H 2.278 0.498 1.942  0.234
H 3.320 0.064 0.464  0.216
H 2.882 1.702 0.621  0.246
H 1.638 1.211 -2.008  0.238
H 2.152 -0.327 -2.011  0.234
H 0.207 0.068 -2.174  0.276
H 1.283 -1.829 1.458  0.236
H -0.075 -1.817 0.223  0.248
H 1.565 -2.103 -0.441  0.245